# 1
Computed, not measured: C27H29N6OPdS as an isolated structure at a distorted geometry, with ωB97M-V/def2-TZVPD.

Lowest unoccupied orbital energy in hartree: -0.123
Total energy in eV: -53767.5281
HOMO in Eh: -0.3926
Charge: +1

Geometry (Å):
C -2.81231 -3.47405 0.81294
H -5.24241 0.64135 -0.18076
C -1.43011 -3.91285 -0.97826
C 0.55429 2.78035 0.53564
H -1.42501 2.21025 -1.33896
C 2.79209 -1.80415 -2.34716
C 0.51269 -1.33355 -1.54846
H -1.48831 3.32335 0.94604
H 6.27519 1.76675 0.41014
H 0.84539 -0.50785 3.06454
H 1.19609 1.38395 4.40114
C 4.29139 2.54755 0.22674
H -1.37061 -1.70445 -3.92806
C -2.63701 -4.83865 1.20684
H 2.91929 -2.88935 -2.41446
C -0.25151 5.03775 0.66374
N -0.70101 -1.01985 -2.05086
H -1.76771 -6.70525 0.60344
C -4.16431 0.64085 -0.13076
C -0.48341 3.66905 0.73884
C -0.67041 -0.97935 -3.50506
H -1.53621 -1.30705 -1.54656
N -2.14741 -3.05155 -0.30006
H 3.02649 -0.87005 1.30934
H 3.39969 -1.32545 -3.11436
C -2.09541 -0.24175 0.71314
C -3.75931 -2.69785 1.51084
H -3.90871 2.31785 -1.43106
C -4.19061 -1.40895 1.27484
H 3.12539 -1.47735 -1.36006
C -3.49671 -0.37405 0.60314
H -3.12011 -5.21265 2.09294
H 5.46749 -0.44345 1.24714
H -0.95671 0.02115 -3.84386
C 2.07309 4.64015 0.22824
C 5.22059 1.56605 0.50724
H -1.55421 -0.90345 1.38384
H 0.92059 -2.22665 -4.39786
C -1.89111 -5.64985 0.40474
H -0.92661 -3.57025 -1.87496
S 0.81119 -1.65135 0.07494
N -1.40621 0.68505 0.07514
C 1.85609 3.25975 0.32414
C 0.80269 -1.29585 -3.83356
N -1.29711 -5.18905 -0.70316
H 4.61859 3.52445 -0.08896
C 0.22679 1.10185 3.98104
C 3.41319 0.09425 0.99874
C 2.92649 2.27155 0.36484
H -5.18641 -1.16705 1.62304
N 1.41599 -1.43495 -2.52366
H -0.35561 0.57275 4.73814
O 0.38279 0.30435 2.81624
Pd 0.53169 0.78115 0.43034
C 4.77329 0.32575 0.95234
N 2.51329 1.02215 0.68104
H 1.18489 6.57725 0.30734
H -4.32351 -3.26965 2.23644
H 3.06529 5.02115 0.05134
C -2.03641 1.53345 -0.75566
C 1.01779 5.51525 0.38354
H -1.06881 5.72425 0.81904
H 1.27699 -0.48825 -4.39726
C -3.42831 1.56455 -0.82726
H -0.30711 2.00075 3.67774

# 2
Computed, not measured: C27H29N9O4OsS as an isolated structure at a distorted geometry, with ωB97M-V/def2-TZVPD.

Lowest unoccupied orbital energy (spin up / spin down) in hartree: -0.210 / -0.286
Total energy in eV: -63360.2241
HOMO (spin up / spin down) in Eh: -0.4084 / -0.4990
Charge: +2
⟨S²⟩: 6.05
Multiplicity: 5
Energy relative to the best compared isomer or geometry (same formula, charge and spin) in kJ/mol: 44.6

Geometry (Å):
H -5.32559 -2.48295 -0.08439
O -0.24496 0.90700 -2.15884
N -2.33736 3.01374 1.08892
H 2.54889 -1.33703 0.13219
C -1.28072 2.82905 1.86553
H 0.91487 1.83989 -4.01839
N 1.60933 0.58726 -5.54225
C -3.53194 4.38339 -0.51777
C 0.74080 -2.19105 3.37915
N 0.35975 -0.77264 -6.91344
C -2.23627 -2.16096 1.22111
H -1.26956 5.92856 -0.17125
H 1.03188 -0.67675 -7.65475
H -3.76138 -3.64702 1.44400
C 2.78859 0.95102 -3.35864
H 2.35353 0.46939 -6.21253
H -4.13517 5.18775 -0.09348
C -3.96741 -0.85961 -0.45557
H 0.64362 5.34684 1.32807
C 0.43865 0.78650 -1.14793
H 2.33476 2.39150 -4.87622
H 3.87721 2.01331 4.00029
C -1.27139 5.01690 0.40902
H 1.46390 -3.70308 4.73431
N 1.64619 -1.09797 -0.26261
C 1.78759 0.05683 -1.17147
N 1.55768 -0.04109 2.74282
O -1.11183 -6.50781 3.72799
C 2.67745 -1.09851 4.57032
C 2.32125 -0.28076 -2.56132
H 2.49608 0.72919 -0.67970
C 1.86500 1.51329 -4.43313
C 1.71740 -1.10778 3.57332
H -4.14993 3.49121 -0.57994
C -0.22075 4.69888 1.24276
C -1.27094 -2.72002 2.18415
H 2.98739 1.77314 -2.66518
N -1.86928 -0.97939 0.64790
C 0.48748 -0.08545 -5.77122
S -1.31860 1.36472 2.89132
C -2.72039 -0.34123 -0.16534
H 2.78587 -1.94725 5.22999
O 0.10417 1.25134 0.00799
H -1.37775 -0.51761 -5.12155
C 3.28957 1.11371 3.89069
H -2.11111 -4.66902 2.56494
H -2.37628 0.60693 -0.55781
H 2.10575 1.87941 2.25066
N -0.20829 3.59103 1.98989
H -4.63504 -0.30736 -1.10059
C -2.33955 4.12658 0.34947
H -3.22883 4.69582 -1.51667
H -0.48928 -1.26484 -7.12926
H 3.18322 -0.93437 -2.41406
C -1.33024 -3.95853 2.78620
C -0.38116 -5.80338 4.37265
H -0.37765 0.28045 -3.93897
C 3.47597 0.02223 4.72715
H 1.30993 -1.92028 -0.75509
C -0.32285 -4.27741 3.68608
Os -0.17087 -0.15468 1.55753
C -4.34766 -2.06588 0.11259
H 1.58028 -0.87078 -3.10918
C 0.71579 -3.41607 4.01281
H 3.74892 0.72850 -3.82845
H 4.22410 0.04823 5.50716
C -3.47320 -2.72317 0.96379
O 0.43082 -5.78000 5.28011
N -0.22904 -1.88391 2.47017
C 2.31943 1.04854 2.91117
N -0.50083 -0.08648 -4.88724

# 3
Computed, not measured: a 2-piece molecular cluster, C27H29O9 overall at a distorted geometry, with ωB97M-V/def2-TZVPD.

Lowest unoccupied orbital energy in hartree: 0.061
Total energy in eV: -46898.2581
HOMO in Eh: -0.1047
Charge: -1
Energy relative to the best compared isomer or geometry (same formula, charge and spin) in kJ/mol: 0.0

Geometry (Å):
H -5.34363 -1.18169 0.98279
C -1.98434 -2.60904 2.58330
H 3.63044 0.22893 1.97920
C 2.98099 -0.15424 -1.33281
C 4.81880 -0.93377 0.61246
H -5.00095 0.74819 2.57443
H 5.51837 -1.23100 1.39393
H 5.78052 -2.05476 -0.96543
H -0.01511 5.54249 -0.29688
H 1.88299 3.23727 3.89519
C 0.91694 3.19506 3.37811
O 0.40986 3.11945 -0.44641
C 4.02713 -1.00255 -1.66657
C 1.03851 -3.33153 -1.16807
C -0.18727 3.83573 -1.56387
C -1.21187 -2.71222 -1.83480
C 1.45598 -3.25323 -2.46994
H -0.22742 -1.18828 -5.60664
C -1.87223 -0.89974 0.72043
H -0.15871 -3.77327 1.25791
C -0.65055 -3.05907 0.59671
H -0.56177 -2.92241 -5.97245
C -0.81312 -2.64841 -3.15748
C -0.76606 5.06669 -0.93201
H 0.89013 -2.12116 -6.65443
H 0.56316 4.08221 -2.32325
C 2.83545 0.39334 -0.01950
C -3.69395 -0.95256 2.32616
O 1.40493 1.89301 -2.02112
H -2.25798 -2.54122 -1.57424
O 1.08457 -2.56107 -4.70150
C -0.29234 -3.01484 -0.79737
C -1.60998 -2.28699 1.18318
H -3.61364 0.71688 3.69932
C 4.95879 -1.39623 -0.69935
C 1.87472 1.39017 0.29196
H -0.09618 4.77032 4.45126
H -0.95682 3.19618 -2.01555
H -4.22950 -2.59076 0.99191
H 0.82224 5.31306 3.04235
O -2.85070 -1.73343 3.19619
H -4.99789 -0.38293 3.95397
C 0.55327 -2.83268 -3.48188
O -1.21951 -0.30467 -0.11710
H -1.53981 -2.41549 -3.94014
C -4.37346 0.10667 3.20019
O -2.86224 -0.22575 1.38219
C 1.63544 1.71495 1.71757
H -5.35397 -2.30195 2.36276
H -1.62133 4.80141 -0.30447
C 3.76857 -0.08980 0.95178
H 2.25943 0.14430 -2.08500
C 1.23204 2.12258 -0.81372
C 0.19278 4.50747 3.42943
C -4.71254 -1.82309 1.61060
O 1.85940 0.93915 2.65279
H -1.10203 5.80074 -1.66670
H 1.73305 -3.61493 -0.37112
O -1.52349 -3.53091 3.21851
H 0.32339 2.38484 3.81429
O 1.14207 2.93949 1.96735
C 0.22079 -2.17311 -5.79459
H 2.48946 -3.45985 -2.74748
H -0.71443 4.45999 2.82256
H 4.11058 -1.34196 -2.69891